# 1
Computed, not measured: a cluster of 2 separate species, C5H13N3O in total in a non-equilibrium geometry, with ωB97M-V/def2-TZVPD.

Element x y z (Å)
O: 1.0548 0.9843 -1.9274
N: 1.1877 -0.3084 0.0343
N: 1.7619 -1.3487 -0.7043
N: -1.0988 -0.4732 0.3708
C: 0.8095 0.9552 -0.7280
C: -1.7288 1.8811 0.3095
C: 1.6417 -0.1926 1.3962
C: -1.3103 0.6043 -0.3676
C: -1.3520 -1.7613 -0.2153
H: -2.8152 1.9523 0.3871
H: -0.5676 -2.4607 0.0737
H: 2.7822 -1.3002 -0.6654
H: -1.6623 0.4814 -1.3977
H: 2.4452 0.5495 1.4744
H: -1.3781 2.7333 -0.2764
H: -2.2922 -2.1307 0.2070
H: 0.9710 1.8451 -0.0856
H: 0.7942 0.1260 2.0027
H: 1.4928 -1.1849 -1.6747
H: 1.9887 -1.1468 1.7916
H: -1.2908 1.9460 1.3053
H: -1.4336 -1.7510 -1.3104

As for the largest force on an atom: 6.35 eV Å⁻¹. The SMILES is CN(N)C=O.C/C=N/C. The calculation puts the HOMO energy (alpha / beta) at -7.45 / -7.45 eV. Its gap between HOMO and LUMO (alpha / beta) is 7.22 / 7.22 eV. Its energy above the lowest of the compared OMol25 structures with the same formula, charge and spin is 116.3 kcal/mol.

---

# 2
Computed, not measured: a structure of composition C38H31MoNO8 in a non-equilibrium geometry, with ωB97M-V/def2-TZVPD.

Element x y z (Å)
Mo: -1.2600 0.5704 -1.7385
O: -7.9249 -1.9982 -1.5730
O: -1.2396 -0.2851 -0.1321
O: 1.3987 0.0096 2.3108
O: -2.0215 1.5317 -3.1690
O: 0.4387 1.3067 -1.4824
O: 2.8501 -0.4157 0.6072
O: -3.8193 2.3852 -4.2276
O: -8.1638 -0.1988 -2.9372
N: -3.3014 -0.2673 -1.9929
C: 2.5488 2.1243 -0.7018
C: -0.4853 -1.9337 1.4289
C: 0.6910 0.3021 1.1310
C: 3.0418 -0.9408 -2.3953
C: -3.8915 0.2168 3.0484
C: 2.7753 -0.2142 2.0208
C: 1.7647 0.9030 -1.1557
C: -5.2093 -1.5465 -1.3924
C: -1.3066 1.2320 2.9997
C: 3.4532 -0.7541 -4.7611
C: 3.5761 -1.4538 -3.5728
C: 3.2139 -1.4858 2.7132
C: -0.0831 -4.6456 1.9512
C: 3.5901 0.9968 2.4295
C: -4.0872 0.4743 -2.7995
C: 3.9399 2.1132 -0.7484
C: 4.0126 4.3065 0.2347
C: 2.2725 0.9872 -3.6014
C: 2.6269 4.3302 0.2705
C: -2.2572 1.7758 3.8573
C: 2.7990 0.4723 -4.7728
C: -2.9430 -0.3317 2.2048
C: -3.8584 -1.2716 -1.3074
C: 4.6667 3.1969 -0.2833
C: -0.6681 -0.4437 1.1755
C: -1.6461 0.1776 2.1632
C: 1.6143 -0.1410 -0.0099
C: -0.4431 -2.8547 0.3882
C: -0.1292 -3.7309 2.9954
C: -0.2433 -4.2049 0.6480
C: 2.3816 0.2812 -2.4040
C: -5.4438 0.2922 -2.9066
C: -0.3314 -2.3855 2.7373
C: -3.3526 1.5718 -3.5006
C: -3.5484 1.2775 3.8789
C: -7.5523 -1.0261 -2.2307
C: -6.0237 -0.7486 -2.1839
C: 1.8975 3.2456 -0.1998
H: -3.2078 -1.1702 1.5725
H: 3.0934 -1.3827 3.7915
H: 0.4848 1.3738 1.0565
H: 4.2628 -1.6829 2.4928
H: -4.2868 1.7076 4.5425
H: -0.5751 -2.5294 -0.6357
H: -6.0518 0.9315 -3.5319
H: 3.5537 1.1070 3.5135
H: 5.7481 3.1752 -0.3257
H: 4.4552 1.2491 -1.1474
H: 3.8673 -1.1576 -5.6758
H: 0.8164 3.2825 -0.1927
H: -5.6637 -2.3612 -0.8447
H: 2.6076 -2.3203 2.3625
H: -0.2186 -4.9095 -0.1731
H: -0.3718 -1.6773 3.5541
H: -4.8967 -0.1836 3.0616
H: 2.7031 1.0289 -5.6959
H: 4.6274 0.8710 2.1202
H: 4.0910 -2.4057 -3.5541
H: -0.2988 1.6234 3.0163
H: 2.1077 5.1978 0.6567
H: 3.1937 1.9002 1.9669
H: -3.1912 -1.8445 -0.6762
H: 0.0686 -5.6974 2.1549
H: -1.9798 2.5934 4.5098
H: 4.5806 5.1531 0.5978
H: 1.7707 1.9474 -3.6088
H: -0.0126 -4.0677 4.0172
H: 3.1666 -1.4931 -1.4733
H: 1.2371 -1.0615 -0.4664

As for the largest force on an atom: 1.12 eV Å⁻¹. The calculation puts the HOMO energy (alpha / beta) at -7.90 / -7.90 eV. The multiplicity is 3. As for the expectation value of S²: 2.01. Its gap between HOMO and LUMO (alpha / beta) is 5.29 / 4.97 eV. Its energy above the lowest of the compared OMol25 structures with the same formula, charge and spin is 0.0 kcal/mol.

---

# 3
Computed, not measured: the ion C4H12N3 with charge +1 in a non-equilibrium geometry, with ωB97M-V/def2-TZVPD.

Element x y z (Å)
N: 1.1308 -1.2612 -0.2470
N: 0.3327 -0.9208 1.8821
N: -0.2456 1.5337 0.8764
C: 1.0753 -1.6997 1.1126
C: -0.4553 0.4411 -1.4921
C: -1.0196 1.3514 -0.3436
C: -0.2755 -1.0152 -1.0074
H: -0.5801 2.3347 1.3486
H: 0.4220 0.1347 1.2301
H: 0.4724 -0.7051 2.9542
H: -1.3468 2.3793 -0.8078
H: -1.1572 0.4350 -2.3149
H: 2.0687 -1.3852 -0.7031
H: 0.8028 2.0083 0.6994
H: 1.7375 -2.4613 1.3933
H: -1.9857 0.9813 -0.0559
H: -0.2260 -1.6613 -1.8891
H: -1.2210 -1.3399 -0.5060
H: 0.4705 0.8501 -2.1297

As for the largest force on an atom: 5.72 eV Å⁻¹. As for the net charge: +1. The SMILES is N/C=[NH+]\CCCN. The calculation puts the HOMO energy at -14.04 eV. Its gap between HOMO and LUMO is 9.96 eV. Its energy above the lowest of the compared OMol25 structures with the same formula, charge and spin is 91.6 kcal/mol.

---

# 4
Computed, not measured: the molecule C5H8O3 in a non-equilibrium geometry, with ωB97M-V/def2-TZVPD.

Element x y z (Å)
O: 0.1515 2.3391 1.0397
O: 2.1624 -0.3625 -0.8557
O: -1.4504 0.6175 -1.8943
C: -1.3788 -0.4934 0.7613
C: -0.1366 0.1861 0.0262
C: -0.6172 1.0319 -1.0542
C: 0.8620 -0.8343 -0.4654
C: 0.4340 1.1151 1.0431
H: 0.3887 -1.4223 -1.2721
H: -2.2407 0.2064 0.8502
H: 1.0063 -1.6095 0.2631
H: -1.7295 -1.3945 0.3032
H: 0.0360 1.8877 -1.2509
H: 0.8261 0.5653 2.0431
H: -0.9105 -0.7214 1.7158
H: 2.5966 -1.1112 -1.2528

As for the largest force on an atom: 5.24 eV Å⁻¹. The SMILES is CC(C=O)(C=O)CO. The calculation puts the HOMO energy at -9.80 eV. Its gap between HOMO and LUMO is 10.17 eV. Its energy above the lowest of the compared OMol25 structures with the same formula, charge and spin is 56.1 kcal/mol.

---

# 5
Computed, not measured: a cluster of 2 separate species, CH4Cl2SSi in total in a non-equilibrium geometry, with ωB97M-V/def2-TZVPD.

Element x y z (Å)
Cl: 1.7423 1.9999 0.2582
Cl: 3.1102 -0.5526 -0.3920
S: -2.4124 0.5550 -0.4819
Si: 0.2060 -0.5970 0.5078
C: 1.5305 0.4464 -0.4103
H: -0.2883 -1.6442 -0.4404
H: 0.0952 -0.8917 1.9708
H: -1.6912 1.6115 -0.8770
H: 1.1702 0.5821 -1.3843

As for the largest force on an atom: 3.36 eV Å⁻¹. The calculation puts the HOMO energy at -8.67 eV. Its gap between HOMO and LUMO is 7.46 eV. Its energy above the lowest of the compared OMol25 structures with the same formula, charge and spin is 80.4 kcal/mol.

---

Among the records above, which one has the highest largest force on an atom? C5H13N3O

---

Which formula does entry 1 have? C5H13N3O

---

Which of these has the lowest largest force on an atom? C38H31MoNO8

---

Please write out number 4 again, unchanged.
Computed, not measured: the molecule C5H8O3 in a non-equilibrium geometry, with ωB97M-V/def2-TZVPD.

Element x y z (Å)
O: 0.1515 2.3391 1.0397
O: 2.1624 -0.3625 -0.8557
O: -1.4504 0.6175 -1.8943
C: -1.3788 -0.4934 0.7613
C: -0.1366 0.1861 0.0262
C: -0.6172 1.0319 -1.0542
C: 0.8620 -0.8343 -0.4654
C: 0.4340 1.1151 1.0431
H: 0.3887 -1.4223 -1.2721
H: -2.2407 0.2064 0.8502
H: 1.0063 -1.6095 0.2631
H: -1.7295 -1.3945 0.3032
H: 0.0360 1.8877 -1.2509
H: 0.8261 0.5653 2.0431
H: -0.9105 -0.7214 1.7158
H: 2.5966 -1.1112 -1.2528

As for the largest force on an atom: 5.24 eV Å⁻¹. The SMILES is CC(C=O)(C=O)CO. The calculation puts the HOMO energy at -9.80 eV. Its gap between HOMO and LUMO is 10.17 eV. Its energy above the lowest of the compared OMol25 structures with the same formula, charge and spin is 56.1 kcal/mol.